No. 1
Formula: C55H39BiNO6P2S4Sb
Source: OMol25
Level of theory: ωB97M-V/def2-TZVPD

Net charge   -1
HOMO level (spin up / spin down)   -5.1 / -5.2 eV
Spin multiplicity   2
Orbital gap (spin up / spin down)   0.25986 / 0.21081 Eh
Relative energy (zero: lowest compared OMol25 entry of this formula, charge and spin)   106.5 kJ/mol
Molecular weight   1330.87 g/mol
Total energy   -145744.4655 eV

Geometry as XYZ:
```
109
C55H39BiNO6P2S4Sb (ωB97M-V/def2-TZVPD)
Bi -1.15 -1.64 -0.53
Sb -1.32 -4.83 -1.53
S 0.26 2.28 1.72
S -0.21 -6.75 -0.84
S 0.39 -3.28 -2.11
S -1.91 -3.69 0.58
P 3.09 0.93 0.54
P -0.75 1.49 -1.38
O -1.01 2.73 2.34
O -4.61 -1.95 -3.20
O -1.36 -0.48 1.60
O -2.60 -2.23 -2.27
O -2.79 -0.09 3.29
O -7.26 -0.19 0.87
N -3.37 -1.02 -0.06
C -2.52 -0.35 2.13
C -0.57 0.09 -3.83
C -0.44 6.15 -1.82
C -0.53 3.35 -1.37
C 3.63 2.89 4.10
C -1.09 3.98 -2.47
C -2.57 1.68 -1.66
C -3.27 2.10 -0.53
C -4.62 2.39 -0.61
C 3.63 -0.59 1.44
C -3.68 -0.56 1.15
C -5.64 -1.00 -0.70
C -0.12 1.19 -3.08
C 3.00 3.33 5.29
C 4.59 0.00 -1.60
C 4.85 -1.24 1.25
C 0.89 1.99 -3.61
C 4.06 3.80 6.26
C 2.93 2.41 2.95
C 5.15 2.04 2.03
C 3.78 1.95 1.89
C 1.31 4.86 1.66
C 0.14 4.17 -0.37
C 1.48 2.48 3.08
C 0.74 3.85 0.92
C -4.99 -0.29 1.49
C 5.51 0.08 -2.63
C 5.16 -2.36 2.00
C -5.30 2.26 -1.82
C -5.99 -0.49 0.55
C 5.01 2.29 -1.03
C 5.79 2.57 3.15
C 5.03 2.98 4.20
C 0.89 0.70 -5.64
C -0.08 -0.13 -5.10
C 3.11 -2.16 3.20
C -1.07 5.35 -2.71
C -4.61 1.82 -2.94
C 6.21 1.26 -2.85
C 2.78 -1.04 2.45
C 4.29 -2.84 2.96
C -3.83 -1.85 -2.27
C 0.57 7.92 -0.51
C 4.36 1.09 -0.77
C 1.39 1.75 -4.88
C -4.31 -1.26 -0.96
C 0.16 5.57 -0.68
C 5.94 2.37 -2.06
C 5.40 3.52 5.56
C 0.92 2.86 4.26
C -0.23 7.64 -1.80
C 1.65 3.27 5.39
C 0.75 6.56 0.12
C -3.25 1.54 -2.86
C 1.36 6.20 1.28
H 1.29 2.80 -3.03
H 1.13 3.58 6.28
H 0.03 8.59 0.16
H 4.80 3.16 -0.43
H 4.06 -0.93 -1.45
H 1.74 4.61 2.62
H -1.54 5.75 -3.60
H -5.21 0.08 2.48
H 1.84 6.93 1.92
H 3.98 3.28 7.21
H 5.55 -0.89 0.50
H 5.68 -0.78 -3.26
H 6.87 2.61 3.19
H 1.26 0.53 -6.64
H -2.75 2.21 0.42
H 6.01 4.43 5.46
H -6.35 2.50 -1.88
H -0.47 -0.96 -5.68
H 6.95 1.32 -3.63
H -1.19 8.16 -1.80
H -1.60 3.36 -3.19
H -7.84 -0.36 0.12
H -6.36 -1.21 -1.48
H 0.31 7.97 -2.69
H -2.74 1.22 -3.76
H -0.17 2.88 4.31
H -5.12 1.72 -3.88
H -5.15 2.72 0.28
H 3.94 4.87 6.45
H 1.87 -0.50 2.66
H 6.47 3.30 -2.23
H -1.31 -0.59 -3.42
H 4.52 -3.73 3.52
H 6.10 -2.88 1.82
H 1.54 8.37 -0.73
H 6.00 2.79 6.11
H 2.42 -2.51 3.96
H 5.78 1.66 1.23
H 2.17 2.39 -5.28
```

These are the Mulliken partial charges, in e, on atoms 1 to 8: 2.085 0.252 1.644 -0.466 -0.584 -0.559 1.276 1.069


No. 2
Formula: C55H41Cl5LaN3O5
Source: OMol25
Level of theory: ωB97M-V/def2-TZVPD

Net charge   -2
HOMO level   -2.6 eV
Orbital gap   0.24087 Eh
Relative energy (zero: lowest compared OMol25 entry of this formula, charge and spin)   0.0 kJ/mol
Molecular weight   1140.12 g/mol
Total energy   -135888.7538 eV

Geometry as XYZ:
```
110
C55H41Cl5LaN3O5 (ωB97M-V/def2-TZVPD)
La -0.69 0.79 -0.34
Cl -4.26 4.89 4.74
Cl -4.16 2.55 2.67
Cl -1.95 6.96 4.87
Cl 0.25 6.89 2.72
Cl 0.34 4.66 0.55
O 0.21 0.48 1.83
O -1.88 2.68 0.86
O 1.70 1.40 -0.43
O 0.39 -0.85 -1.53
O -2.73 -0.44 -1.03
N 0.20 2.61 -2.44
N -0.87 -2.08 0.87
N -2.47 2.15 -2.14
C -5.79 -1.74 -2.53
C 1.26 2.40 -3.10
C -0.96 4.70 1.68
C 0.57 -2.02 -6.41
C 0.39 -2.11 -2.02
C 2.51 -2.30 -0.73
C -3.02 4.86 3.57
C 3.58 -3.00 -0.20
C 3.11 -4.88 -1.56
C 3.76 -1.74 4.60
C 1.46 -1.10 4.99
C 2.46 -0.77 2.83
C 0.09 -4.44 1.95
C 1.69 -2.92 -1.66
C -0.07 -3.34 2.76
C -1.06 -1.06 3.12
C -0.32 1.14 4.13
C 2.67 -1.64 5.45
C -6.11 -0.71 -3.43
C -0.66 -2.17 2.18
C -0.78 -2.92 -1.40
C 3.93 0.87 -0.95
C 0.35 -2.07 -3.59
C -0.60 -2.52 -5.79
C 0.37 2.35 4.04
C 0.12 3.36 4.94
C 3.62 -1.32 3.30
C -1.95 3.65 1.67
C -0.71 -2.57 -4.41
C 4.96 0.79 -1.83
C -0.97 5.67 2.65
C 4.78 1.19 -3.16
C 1.56 -1.44 -5.61
C 2.47 1.80 -2.64
C 2.00 -4.21 -2.08
C -1.49 2.01 6.08
C 2.62 1.36 -1.29
C 0.05 0.03 3.13
C -5.28 0.39 -3.52
C -0.77 3.19 5.99
C 3.54 1.75 -3.52
C -4.15 0.52 -2.72
C 1.44 -1.49 -4.22
C 3.87 -4.29 -0.56
C -1.27 1.00 5.15
C -3.49 1.77 -2.78
C -3.00 3.81 2.63
C 1.36 -0.62 3.66
C -2.04 3.51 -2.38
C -3.77 -0.47 -1.77
C -0.16 -4.33 0.59
C -0.76 3.46 -3.13
C -0.58 -3.10 0.06
C -4.66 -1.59 -1.76
C -2.01 5.78 3.60
H -6.45 -2.58 -2.46
H 4.49 -1.40 2.62
H -0.83 -3.90 -1.88
H -4.42 -2.36 -1.04
H 4.21 -2.47 0.51
H 5.56 1.11 -3.89
H -0.94 3.04 -4.12
H 5.88 0.32 -1.52
H 1.43 -4.70 -2.84
H -1.86 4.01 -1.43
H 0.66 4.31 4.85
H 2.79 -2.01 6.48
H 0.19 -3.38 3.83
H -7.02 -0.80 -4.03
H 4.01 0.51 0.08
H -0.35 4.49 -3.27
H 3.30 -5.89 -1.85
H -1.84 0.09 5.25
H 2.36 -0.49 1.80
H -0.85 4.01 6.69
H -1.22 -1.49 4.12
H -1.71 -2.38 -1.62
H -2.01 -0.62 2.75
H -1.36 -2.91 -6.44
H 3.38 2.15 -4.50
H -0.04 -5.16 -0.09
H 4.70 -4.77 -0.07
H 1.09 2.51 3.25
H -3.91 2.53 -3.47
H 0.66 -2.04 -7.50
H 1.33 2.75 -4.15
H -2.82 4.09 -2.91
H -1.59 -2.98 -3.91
H 2.31 -1.28 -0.42
H 0.43 -5.39 2.34
H 0.60 -0.99 5.68
H 2.23 -1.04 -3.60
H -2.26 1.93 6.85
H -5.52 1.18 -4.18
H 4.72 -2.16 4.98
H 2.44 -0.99 -6.05
```

These are the Mulliken partial charges, in e, on atoms 1 to 8: 2.836 -0.239 -0.206 -0.235 -0.229 -0.173 0.132 -0.730


No. 3
Formula: C55H42FN2O7PS
Source: OMol25
Level of theory: ωB97M-V/def2-TZVPD

Net charge   0
HOMO level   -8.6 eV
Orbital gap   0.24551 Eh
Molecular weight   924.99 g/mol
SMILES   CCCc1c([PH2]=O)c([C@@H](C)CC)c2nsnc2c1F.O=C1c2ccccc2C(=O)c2ccccc21.O=C1c2ccccc2C(=O)c2ccccc21.O=C1c2ccccc2C(=O)c2ccccc21
Total energy   -97859.1306 eV

Geometry as XYZ:
```
109
C55H42FN2O7PS (ωB97M-V/def2-TZVPD)
S 4.36 8.20 0.68
P 2.60 1.18 1.46
F 1.42 6.29 4.14
O 3.16 -1.40 -3.66
O -4.53 -5.79 3.36
O -6.46 -0.98 2.06
O -4.62 -0.35 -2.35
O -1.50 3.97 -2.72
O 3.98 0.51 1.90
O 3.65 -6.29 -1.58
N 4.56 6.56 0.04
N 3.31 7.92 2.07
C 3.94 -4.58 -6.27
C -4.39 -4.62 -0.66
C 3.46 2.73 -1.71
C -5.72 -4.29 5.41
C 2.98 -1.80 0.51
C 0.32 0.19 -2.86
C 2.76 3.10 1.73
C -4.50 1.99 -2.50
C 3.06 -1.61 -0.87
C 2.12 5.51 3.07
C 5.83 3.83 -1.15
C -6.11 -2.57 3.75
C -5.49 -2.98 1.32
C 4.52 3.08 -0.50
C 3.23 -4.18 0.21
C 3.99 -6.04 -4.34
C -1.63 1.62 -2.70
C 3.31 -2.52 -3.18
C -6.30 -3.48 6.39
C 0.97 2.95 3.91
C 3.81 5.55 0.87
C -0.49 -0.93 -2.71
C 1.93 3.88 2.96
C -6.46 3.42 -2.47
C 3.34 -4.00 -1.17
C 3.05 -3.08 1.05
C -2.22 2.98 -2.67
C -6.76 -2.21 6.06
C 4.11 -5.85 -5.72
C -5.64 4.55 -2.53
C -4.94 -3.39 -1.01
C 6.98 2.66 -1.37
C -6.67 -1.75 4.74
C -5.49 -2.57 -0.02
C -5.00 -4.70 3.06
C -3.68 3.12 -2.57
C 2.22 3.38 6.32
C 0.80 3.47 5.45
C -4.40 -5.04 0.67
C 3.56 -3.68 -4.05
C 3.06 6.42 2.05
C -2.44 0.50 -2.57
C -6.05 -2.10 2.36
C -5.89 2.14 -2.45
C -5.62 -3.84 4.09
C 3.57 -5.16 -2.05
C 3.24 -2.72 -1.72
C -0.24 1.47 -2.85
C -3.91 0.64 -2.46
C 3.67 -3.49 -5.44
C -1.87 -0.78 -2.57
C 3.73 3.93 0.66
C 3.71 -4.95 -3.51
C -4.96 -4.23 1.66
C -4.25 4.40 -2.58
H 0.40 2.34 -2.96
H -6.08 5.54 -2.54
H 3.64 1.64 -2.14
H 7.31 2.32 -0.29
H -5.36 -5.28 5.68
H 4.93 2.09 0.02
H 1.40 0.08 -2.99
H 4.02 -4.43 -7.34
H 7.91 3.17 -1.89
H 0.08 2.68 5.99
H -7.20 -1.57 6.82
H -3.96 -5.26 -1.43
H 3.41 3.53 -2.57
H 1.50 0.60 2.19
H 4.12 -7.04 -3.92
H 0.25 4.51 5.57
H 3.54 -2.50 -5.87
H 2.85 -0.94 1.16
H 2.39 2.67 -1.19
H 5.53 4.22 -2.22
H -5.91 -1.60 -0.30
H 3.00 -0.61 -1.29
H 2.51 4.45 6.72
H -6.54 1.27 -2.40
H 2.98 -3.22 2.12
H 6.63 1.78 -2.06
H 2.09 2.58 7.18
H -7.54 3.53 -2.44
H 2.37 0.85 0.05
H 3.07 2.95 5.61
H 1.35 1.81 3.99
H -7.04 -0.76 4.49
H 6.32 4.64 -0.47
H -0.11 2.90 3.42
H -3.97 -6.01 0.93
H -4.95 -3.07 -2.04
H -6.38 -3.84 7.41
H -0.05 -1.92 -2.72
H -2.50 -1.67 -2.46
H 3.30 -5.18 0.64
H 4.33 -6.70 -6.37
H -3.62 5.29 -2.63
```

These are the Mulliken partial charges, in e, on atoms 1 to 8: 0.206 0.650 -0.330 -0.758 -0.679 -0.686 -0.658 -0.695


No. 4
Formula: C55H43N4O2P2SiTi
Source: OMol25
Level of theory: ωB97M-V/def2-TZVPD

Net charge   -1
HOMO level (spin up / spin down)   -3.8 / -4.5 eV
Spin multiplicity   3
Orbital gap (spin up / spin down)   0.22656 / 0.24573 Eh
Relative energy (zero: lowest compared OMol25 entry of this formula, charge and spin)   292.2 kJ/mol
Molecular weight   929.88 g/mol
Total energy   -117361.6094 eV

Geometry as XYZ:
```
108
C55H43N4O2P2SiTi (ωB97M-V/def2-TZVPD)
Ti -1.44 -0.36 -0.67
P 1.53 -0.16 2.20
P 0.21 0.69 -2.69
Si -0.85 1.70 0.75
O -2.24 -4.20 0.46
O -5.46 0.66 -1.51
N -2.25 -1.88 0.32
N 0.10 -1.74 -0.47
N -3.41 0.29 -0.49
N -2.35 2.08 -2.27
C 3.95 1.02 1.96
C 2.32 -2.62 -0.74
C -3.96 3.85 -3.66
C 0.58 2.53 -0.26
C -5.20 -1.91 2.60
C -2.04 -3.46 -3.35
C -4.27 0.89 -1.38
C 1.96 2.87 -2.23
C -1.96 -1.09 -3.00
C 3.33 -0.08 2.57
C -4.51 2.80 -2.96
C 4.20 -0.35 -3.59
C 4.14 -1.03 3.19
C -0.55 -1.08 -3.06
C -1.00 -2.53 4.40
C -0.38 -1.43 3.80
C 0.08 -2.29 -3.34
C 1.42 -1.58 -0.66
C 1.12 3.73 0.24
C 1.05 2.07 -1.51
C 6.13 0.19 2.56
C -5.18 0.07 1.24
C 1.75 -0.14 -4.86
C 2.44 4.06 -1.72
C -1.73 -3.12 0.20
C 0.51 -4.11 -0.36
C 5.53 -0.89 3.19
C 3.08 0.09 -2.89
C -3.66 1.95 -2.26
C 0.94 1.27 3.13
C 2.03 4.49 -0.47
C 0.77 -3.95 3.63
C -1.82 3.08 -2.97
C -2.58 4.00 -3.66
C -3.47 -1.61 0.96
C -4.06 -0.40 0.57
C -0.42 -3.79 4.32
C 5.33 1.16 1.96
C 1.82 0.18 -3.49
C 4.10 -0.68 -4.93
C -2.24 3.03 0.87
C -0.58 3.11 3.34
C 2.87 -0.56 -5.57
C -0.64 -3.46 -3.49
C -0.12 2.02 2.57
C 1.86 -3.92 -0.62
C 1.39 -2.86 3.03
C -5.74 -0.68 2.27
C -2.69 -2.27 -3.13
C 0.84 -1.58 3.14
C 1.03 2.70 5.08
C -4.07 -2.38 1.96
C 1.50 1.61 4.37
C -0.31 -3.00 -0.26
C -0.01 3.44 4.56
H -5.61 1.02 0.96
H 3.33 1.77 1.47
H 2.27 2.57 -3.22
H 3.70 -1.87 3.70
H 3.20 0.39 -1.85
H 6.15 -1.64 3.68
H 1.48 2.96 6.03
H -2.48 -0.14 -3.01
H -1.40 3.71 2.98
H 0.80 -0.06 -5.36
H -0.12 -4.39 -3.70
H -5.66 -2.51 3.38
H -5.58 2.62 -2.91
H 1.74 -0.55 -0.75
H 2.41 5.42 -0.05
H -2.09 4.81 -4.19
H 0.79 4.08 1.22
H 3.14 4.66 -2.31
H 4.97 -1.02 -5.48
H -4.59 4.55 -4.20
H -2.59 -4.39 -3.45
H 1.22 -4.93 3.54
H 2.78 -0.80 -6.62
H -0.40 4.29 5.12
H -0.73 3.14 -2.96
H -1.95 -2.40 4.90
H -0.86 -0.47 3.85
H 1.16 -2.33 -3.46
H 0.07 -5.08 -0.20
H 3.37 -2.40 -0.89
H -3.63 -3.33 2.22
H 7.21 0.29 2.55
H -2.90 3.01 0.00
H 5.79 2.02 1.47
H -3.78 -2.24 -3.09
H 2.53 -4.76 -0.71
H 2.32 1.01 4.76
H -2.85 2.83 1.75
H -1.84 4.05 0.94
H 5.15 -0.43 -3.08
H -6.60 -0.29 2.80
H -0.90 -4.64 4.78
H 2.29 -3.01 2.44
```

These are the Mulliken partial charges, in e, on atoms 1 to 8: 0.493 1.683 0.829 2.566 -0.819 -0.712 1.520 1.694